No. 1
{"formula": "C3H2Br3F", "method": "ωB97M-V/def2-TZVPD", "symbols": ["C", "C", "C", "F", "Br", "Br", "Br", "H", "H"], "coordinates": [[-1.905365, 0.267631, -0.215853], [-0.756247, 0.889542, -0.238743], [1.533539, -0.738140, 0.519194], [1.716936, -1.217278, 1.741609], [0.021487, 2.446418, -0.545835], [1.573424, -2.123251, -0.760773], [2.661647, 0.691931, 0.005306], [-2.802048, 0.687566, -0.348536], [-2.043373, -0.904415, -0.156370]], "atomic_forces_ev_per_a": [[2.67, -3.79, 0.29], [-0.16, -2.15, 0.41], [-0.01, 0.19, -0.62], [-0.07, 0.47, -0.05], [-0.25, 1.40, -0.17], [-0.32, -0.32, -0.09], [0.54, -0.27, 0.60], [-3.32, 2.11, -0.55], [0.92, 2.38, 0.18]], "lumo_energy_ev": [-0.46, -0.90], "e_above_lowest_kcal_mol": 95.36, "homo_energy_ha": [-0.32626, -0.31406], "charge": 0}

---

No. 2
{"formula": "C3H2Br4", "method": "ωB97M-V/def2-TZVPD", "symbols": ["C", "C", "C", "Br", "Br", "Br", "Br", "H", "H"], "coordinates": [[-0.581071, -0.335035, 0.114685], [-0.068760, -1.892036, -0.100171], [-1.343082, 0.039777, 1.361416], [-1.449204, -2.969341, -0.805226], [0.875204, -2.709107, 1.342245], [-0.585910, -0.198915, 3.002858], [-3.112407, 0.610633, 1.321494], [0.204288, 0.360771, 0.057144], [-1.188602, -0.153631, -0.727352]], "atomic_forces_ev_per_a": [[-0.07, -2.04, 0.88], [-1.15, 1.88, 1.44], [0.03, -0.69, -0.88], [0.17, 0.00, -0.06], [0.00, 0.14, -0.81], [0.18, 0.22, 0.76], [0.00, -0.18, -0.20], [1.69, 0.49, -0.15], [-0.85, 0.18, -0.98]], "lumo_energy_ev": [-1.12, -0.55], "e_above_lowest_kcal_mol": 53.66, "homo_energy_ha": [-0.29544, -0.32213], "charge": 0}

---

No. 3
{"formula": "C3H2BrCl2N2", "method": "ωB97M-V/def2-TZVPD", "symbols": ["C", "C", "C", "N", "N", "Cl", "Cl", "Br", "H", "H"], "coordinates": [[-1.084426, -0.187029, 0.670338], [1.141955, -0.541477, 1.097560], [0.158876, 0.063769, -1.209068], [-0.010339, -0.447935, 1.363525], [-0.957443, 0.313829, -0.550672], [0.605534, 1.463462, -2.340405], [1.149115, -1.145348, -0.821526], [2.717361, 0.122645, 1.637923], [-1.996923, -0.526995, 1.114108], [-1.723710, 0.885081, -0.961782]], "atomic_forces_ev_per_a": [[-1.35, -1.22, 1.60], [3.32, -0.53, 0.79], [0.17, 3.79, -3.41], [-1.93, 0.90, 1.20], [-0.99, -0.22, -0.56], [-0.09, -2.01, 1.44], [0.25, -1.00, -1.47], [0.47, 0.28, 0.44], [-0.70, 0.53, -0.21], [0.84, -0.52, 0.18]], "lumo_energy_ev": -4.72, "homo_energy_ha": -0.47954, "charge": 1}

---

No. 4
{"formula": "C3H2BrClFO2", "method": "ωB97M-V/def2-TZVPD", "symbols": ["C", "C", "C", "O", "O", "F", "Cl", "Br", "H", "H"], "coordinates": [[1.134998, -1.397778, 0.583454], [-1.073007, 0.621569, -0.055873], [0.367582, 0.352195, -0.409227], [1.754463, -1.977747, -0.230834], [0.712669, -1.291200, 1.678376], [0.493685, 0.313386, -1.792052], [-2.031678, -0.876007, -0.233868], [1.357719, 1.983401, 0.164802], [-1.566267, 1.361369, -0.696448], [-1.150165, 0.910814, 0.991669]], "atomic_forces_ev_per_a": [[-0.70, 1.72, -1.00], [0.18, 0.42, 0.07], [0.33, -1.07, 0.37], [0.77, -0.82, -0.83], [-0.37, -0.07, 1.47], [-0.15, 0.03, 0.10], [-0.33, -0.38, -0.14], [0.03, 0.21, 0.04], [0.17, -0.01, 0.09], [0.08, -0.04, -0.16]], "lumo_energy_ev": 3.42, "e_above_lowest_kcal_mol": 6.31, "homo_energy_ha": -0.13992, "charge": -1}

---

No. 5
{"formula": "C3H2BrFN2", "method": "ωB97M-V/def2-TZVPD", "symbols": ["C", "C", "C", "N", "N", "F", "Br", "H", "H"], "coordinates": [[-0.247586, -1.343477, -0.100839], [0.818119, -0.625502, -0.700072], [0.435289, 0.614870, -0.244166], [-0.994570, -0.524535, 0.582474], [-0.625273, 0.706326, 0.486660], [-0.658623, 3.133026, 0.756094], [2.278971, -1.291445, -1.693287], [-0.165137, -2.457310, 0.099817], [-0.841190, 1.788046, 0.813319]], "atomic_forces_ev_per_a": [[3.39, -2.01, -0.81], [0.83, -0.60, -1.16], [0.19, -1.73, -0.02], [-2.73, -0.95, 2.20], [0.55, 3.07, -0.47], [-0.02, -2.43, -0.04], [-0.76, 0.54, 0.53], [-0.83, 1.60, -0.55], [-0.61, 2.50, 0.32]], "lumo_energy_ev": [-4.58, -4.37], "e_above_lowest_kcal_mol": 105.15, "homo_energy_ha": [-0.39151, -0.39214], "charge": 0}

---

No. 6
{"formula": "C3H2Cl2N2", "method": "ωB97M-V/def2-TZVPD", "symbols": ["Cl", "C", "N", "N", "C", "C", "Cl", "H", "H"], "coordinates": [[-2.576153, 1.760338, 0.142423], [-1.049420, 1.036793, -0.041768], [-0.768565, -0.187934, -0.584526], [0.725004, 0.298955, -0.898343], [0.227315, 1.607492, -0.375843], [1.325043, 0.887326, 0.284512], [2.966286, 1.367414, 0.047155], [-1.250799, -1.044111, -0.698202], [1.058698, 0.366716, 1.326563]], "atomic_forces_ev_per_a": [[0.20, -0.39, 0.39], [1.23, -0.54, -2.37], [2.49, 2.25, 1.71], [-3.39, -1.08, -0.90], [-0.04, 0.85, 0.28], [-1.45, -1.19, 3.58], [0.18, -0.09, 0.11], [-0.29, -0.91, -0.48], [1.07, 1.11, -2.31]], "lumo_energy_ev": [-0.18, -0.18], "e_above_lowest_kcal_mol": 140.45, "homo_energy_ha": [-0.31788, -0.31786], "smiles": "Clc1[nH]n2c1[C@@H]2Cl", "charge": 0}

---

No. 7
{"formula": "C3H2Cl2S", "method": "ωB97M-V/def2-TZVPD", "symbols": ["S", "C", "C", "C", "Cl", "Cl", "H", "H"], "coordinates": [[-2.697081, -0.198515, -0.033582], [-1.259844, 0.379964, 0.103033], [-0.065463, -0.376221, -0.080263], [1.230786, -0.060156, 0.029077], [1.862930, 1.532812, -0.050937], [2.379715, -1.287456, 0.023365], [-1.278289, 1.446828, 0.462297], [-0.172756, -1.437259, -0.452990]], "atomic_forces_ev_per_a": [[-2.89, -1.52, -0.51], [1.50, 2.83, 0.89], [0.77, -1.88, -0.87], [-0.81, 0.90, -0.48], [-0.10, 0.11, 0.49], [0.86, -0.57, -0.08], [1.03, -0.97, -0.45], [-0.37, 1.11, 1.01]], "lumo_energy_ev": -1.07, "e_above_lowest_kcal_mol": 6.50, "homo_energy_ha": -0.32735, "smiles": "S=CC=C(Cl)Cl", "charge": 0}

---

No. 8
{"formula": "C3H2Cl3N2P", "method": "ωB97M-V/def2-TZVPD", "symbols": ["P", "C", "C", "Cl", "N", "C", "Cl", "N", "Cl", "H", "H"], "coordinates": [[1.906769, -1.028354, 0.526563], [0.407770, -0.007985, 0.276555], [-0.321466, 0.969501, 0.884446], [0.209265, 2.093025, 2.026417], [-1.607609, 1.056529, 0.446097], [-1.690822, 0.155749, -0.475679], [-3.087786, -0.011502, -1.457531], [-0.499073, -0.461069, -0.658691], [-0.273567, -1.883823, -1.548975], [2.810072, 0.140048, 0.892950], [2.146447, -1.022118, -0.912150]], "atomic_forces_ev_per_a": [[1.01, 1.83, -0.31], [-0.03, -0.14, 0.07], [0.05, 0.16, 0.47], [0.44, 0.30, 0.67], [0.29, 0.21, -0.08], [-0.79, 0.54, -0.43], [0.53, -0.40, 0.11], [-0.56, -1.39, -0.79], [-0.33, 0.17, -0.10], [-1.01, -1.35, -0.60], [0.40, 0.07, 0.97]], "lumo_energy_ev": 0.05, "e_above_lowest_kcal_mol": 5.33, "homo_energy_ha": -0.32138, "smiles": "Pc1c(Cl)nc(Cl)n1Cl", "charge": 0}

---

No. 9
{"formula": "C3H2ClF", "method": "ωB97M-V/def2-TZVPD", "symbols": ["F", "C", "C", "Cl", "C", "H", "H"], "coordinates": [[0.189455, -2.267961, -0.000400], [0.170684, -0.930980, -0.006057], [0.745139, 0.256933, -0.130524], [2.152504, 1.147892, 0.013809], [-0.709793, 0.370514, -0.018282], [-1.533631, 0.548514, -0.819193], [-1.014357, 0.875085, 0.960648]], "atomic_forces_ev_per_a": [[0.06, 1.46, 0.36], [-0.06, 2.61, -0.72], [0.13, -3.19, -0.15], [0.38, 0.40, -0.29], [-2.36, -0.11, 0.97], [1.98, -0.06, 0.82], [-0.13, -1.10, -0.99]], "lumo_energy_ev": 0.71, "e_above_lowest_kcal_mol": 34.44, "homo_energy_ha": -0.33640, "smiles": "FC1=C(Cl)C1", "charge": 0}

---

No. 10
{"formula": "C3H2ClF3", "method": "ωB97M-V/def2-TZVPD", "symbols": ["C", "C", "C", "F", "F", "F", "Cl", "H", "H"], "coordinates": [[-0.169439, 0.453239, -0.734869], [-0.706693, 0.853573, 1.457480], [0.626657, -0.831243, -0.863111], [0.621670, 1.520163, -1.028086], [-1.099289, 2.059837, 1.736920], [-0.139397, -1.934119, -0.917594], [-1.514284, -0.330343, 2.244753], [1.038738, -0.715780, -1.829289], [1.342035, -1.075328, -0.066203]], "atomic_forces_ev_per_a": [[-0.57, 0.83, 1.17], [2.25, 0.80, -2.49], [0.50, 1.08, 1.32], [-0.32, -1.39, 0.35], [-0.49, -0.37, 0.20], [-1.69, -1.05, 0.00], [-1.24, -0.86, 0.95], [1.20, 0.15, -1.15], [0.36, 0.80, -0.35]], "lumo_energy_ev": [-1.04, -1.04], "e_above_lowest_kcal_mol": 120.80, "homo_energy_ha": [-0.31811, -0.31807], "charge": 0}

---

> What is the formula in the sixth record?

C3H2Cl2N2

---

> What is the charge in the tenth record?

0

---

> Which value of charge does entry 3 give?

+1

---

> charge of number 8 (C3H2Cl3N2P)?

0